Molecular formula: C2H4N2
Method: DFT, wB97M-V/def2-TZVPD

Values from the calculation:
* 2S+1: 1
* HOMO-LUMO gap: 11.273 eV
* energy above the lowest of the compared OMol25 structures with the same formula, charge and spin: 2.307 eV
* largest force on an atom: 1.2 eV Å⁻¹
* LUMO level: 0.8416 eV
* charge: 0
* energy: -188.0335 Ha

Each line ends with the Löwdin charge.
CARTESIAN COORDINATES (ANGSTROEM)
N -1.008 -0.500 0.114  0.0264
C 1.796 -0.013 -0.890  -0.0802
H -0.882 -1.168 0.858  0.0903
H 0.016 1.047 1.041  0.0944
C -0.068 0.507 0.111  -0.2498
H -1.208 -0.945 -0.772  0.0943
N 1.574 -0.113 0.276  -0.0712
H -0.220 1.185 -0.737  0.0958